Record 1
Computed, not measured: C4H7F in the gas phase, with ωB97M-V with the def2-TZVPD basis set.

XYZ file:
```
12
Properties=species:S:1:pos:R:3:forces:R:3:lowdin_charge:R:1
C 0.27533 -0.86548 -1.96502 1.45 -3.16 -1.11 0.05
C -0.04322 -1.18543 -0.74031 -2.45 3.55 2.17 -0.38
F 0.28040 -2.32084 -0.12609 0.25 -0.49 -0.39 0.06
C -0.86300 -0.21540 0.25956 0.46 -1.04 -1.87 -0.18
C -0.60771 1.27216 -0.06421 0.22 0.04 -0.67 -0.14
H 0.77470 -1.69432 -2.48294 0.14 0.18 0.10 0.07
H 0.10869 -0.09509 -2.66074 -0.68 1.41 0.28 0.05
H -1.96374 -0.41485 0.08931 1.21 -0.26 0.89 0.12
H -0.41491 -0.47292 1.24687 -1.03 0.25 -0.42 0.11
H 0.48356 1.29321 -0.27066 -0.46 0.86 0.85 0.07
H -1.04099 1.92616 0.73908 0.99 -0.50 -0.62 0.08
H -1.02223 1.67052 -1.03011 -0.10 -0.84 0.80 0.08
```
Positions in Å, forces in eV/Å.

The calculation puts the largest force on an atom at 4.828 eV/A. The SMILES is C=C(F)CC. The value obtained for the HOMO energy is -9.818 eV. The HOMO-LUMO gap comes out at 10.93 eV. For the molar mass, the calculation gives 74.1 g/mol. The calculation puts the energy relative to the best compared isomer or geometry (same formula, charge and spin) at 14.4 kcal per mole. The total charge is 0. As for the spin multiplicity: 1.

Record 2
Computed, not measured: 2 unconnected molecules or ions with the total composition C5H11OS, with ωB97M-V with the def2-TZVPD basis set.

XYZ file:
```
18
Properties=species:S:1:pos:R:3:forces:R:3:lowdin_charge:R:1
C -1.13957 0.89296 1.35124 1.29 0.28 0.78 -0.24
C -0.26269 1.54581 2.51785 -0.23 -1.21 -1.15 -0.91
S -1.30476 1.87294 3.90391 -0.64 0.65 1.12 0.05
H -1.80831 1.63941 0.89556 0.29 -0.23 0.07 0.04
H -1.75816 0.10945 1.81849 0.21 0.30 -0.21 0.03
H -0.45804 0.41732 0.61602 -0.50 0.30 -0.03 0.01
H 0.30471 2.43252 2.17060 -0.31 -0.35 -0.07 0.02
H 0.47614 0.78112 2.84435 -0.12 0.34 -0.48 0.01
C 0.94466 -0.16266 -1.85381 -0.07 -0.77 0.03 -0.27
O 1.77537 -0.57698 -2.97170 0.03 1.22 -0.43 -0.11
C -0.02204 -1.31442 -1.61810 -0.55 -0.63 0.77 -0.18
C -0.02029 -2.17245 -0.56683 0.30 0.95 -1.26 0.00
H 0.33737 0.73874 -2.06569 0.47 -0.28 -0.06 0.12
H 1.60330 0.02945 -0.99546 -0.38 -0.05 -0.02 0.11
H 2.16016 0.21676 -3.41225 -0.51 -0.84 0.66 0.09
H -0.82250 -1.37104 -2.39467 0.74 -0.19 0.66 0.10
H -0.73508 -2.99521 -0.46161 0.16 0.47 -0.15 0.05
H 0.72973 -2.08373 0.22210 -0.19 0.04 -0.22 0.06
```
Positions in Å, forces in eV/Å.

The calculation puts the largest force on an atom at 1.689 eV/A. The value obtained for the HOMO energy is -2.062 eV. The HOMO-LUMO gap comes out at 4.77 eV. For the molar mass, the calculation gives 119.2 g/mol. The calculation puts the energy relative to the best compared isomer or geometry (same formula, charge and spin) at 38.2 kcal per mole. The total charge is -1. As for the spin multiplicity: 1.

Record 3
Computed, not measured: 2 unconnected molecules or ions with the total composition CH6N, with ωB97M-V with the def2-TZVPD basis set.

XYZ file:
```
8
Properties=species:S:1:pos:R:3:forces:R:3:lowdin_charge:R:1
C -0.62422 -0.14320 -0.29531 2.68 -3.53 -2.71 -0.04
N 0.75540 -0.01871 0.19199 -0.26 -0.08 0.08 0.15
H -0.74991 0.18082 -1.31827 -0.15 0.64 0.11 0.10
H -1.09930 -1.07797 -0.04891 -0.26 0.06 0.58 0.10
H -1.58867 1.03335 0.55005 -2.07 2.64 1.85 0.14
H 1.40162 -0.52063 -0.44154 -0.03 0.21 0.26 0.19
H 0.85463 -0.42185 1.13447 0.06 0.14 -0.21 0.18
H 1.05045 0.96819 0.22753 0.02 -0.07 0.04 0.17
```
Positions in Å, forces in eV/Å.

The calculation puts the largest force on an atom at 5.196 eV/A. The value obtained for the HOMO energy (alpha / beta) is -12.306 / -20.178 eV. The HOMO-LUMO gap (alpha / beta) comes out at 7.98 / 12.14 eV. For the molar mass, the calculation gives 32.1 g/mol. The calculation puts the energy relative to the best compared isomer or geometry (same formula, charge and spin) at 9.3 kcal per mole. The total charge is +1. As for the spin multiplicity: 3.

Record 4
Computed, not measured: a molecular structure, C33H26FGeHfNO3Se2Te2, with ωB97M-V with the def2-TZVPD basis set.

XYZ file:
```
70
Properties=species:S:1:pos:R:3:forces:R:3:lowdin_charge:R:1
Hf 0.61901 -0.30547 -0.13137 -3.24 2.49 0.46 0.34
C -0.60953 -5.50918 -0.21477 0.13 -0.09 -0.16 -0.05
C 0.83600 -6.00184 -0.17213 -0.63 -0.60 -0.19 -0.31
C 1.01990 -6.98755 0.98480 0.32 -0.04 -0.13 -0.14
C 2.45675 -6.98108 1.49958 -0.10 -0.03 0.05 -0.13
C 2.72728 -5.59386 1.99309 0.29 -0.23 0.66 -0.15
C 3.33049 -5.30973 3.20972 -0.36 -0.11 -0.57 0.05
C 3.51879 -3.98521 3.57631 0.06 0.50 -0.16 -0.25
F 4.13523 -3.74090 4.75575 -0.08 -0.01 0.00 0.05
C 3.14145 -2.92963 2.78147 -0.04 -0.35 0.11 0.10
C 2.54595 -3.21098 1.54131 -0.07 -0.53 0.24 -0.03
C 2.15826 -2.17924 0.62630 0.68 0.70 0.15 -0.30
O 2.05731 -0.93817 1.01057 3.66 -3.29 1.48 -0.24
C 1.94508 -2.57896 -0.71970 0.61 0.01 0.33 -0.16
C 1.69652 -3.88970 -1.00372 -0.06 -0.48 0.56 0.02
N 1.71561 -4.84557 -0.03912 0.52 0.97 -0.57 0.03
C 2.31776 -4.55105 1.16656 -0.01 0.65 0.37 -0.08
C 2.01924 -1.58773 -1.84468 0.94 -1.49 -2.01 -0.63
O 2.31669 -2.00103 -2.95542 -0.05 -0.10 0.29 0.08
O 1.85605 -0.35634 -1.54319 3.46 0.29 -3.30 -0.20
H -1.29371 -6.34568 -0.33665 -0.06 -0.21 0.03 0.08
H -0.76555 -4.81199 -1.03387 -0.08 0.18 0.00 0.02
H -0.85382 -4.98293 0.70781 -0.01 0.08 -0.01 0.09
H 1.09351 -6.48520 -1.12487 0.01 0.00 0.14 0.15
H 0.72272 -7.98299 0.64953 -0.08 0.05 0.01 0.12
H 0.37302 -6.69120 1.81379 -0.09 -0.05 -0.07 0.13
H 3.15379 -7.22984 0.69149 -0.02 -0.05 0.01 0.13
H 2.58735 -7.70929 2.30071 0.06 0.00 -0.01 0.11
H 3.63399 -6.10352 3.87465 0.09 -0.07 0.06 0.12
H 3.27763 -1.90752 3.09695 0.02 0.12 -0.01 0.14
H 1.41033 -4.18552 -2.00371 -0.14 0.04 0.03 0.16
Se -1.04928 1.34912 0.71512 -2.63 1.54 1.46 0.30
Te -1.80372 -0.95287 4.61821 0.15 0.22 -0.02 -0.39
Te -0.61838 -0.67223 2.18095 -2.51 -0.73 4.36 0.19
Se -1.06539 -1.84654 -0.86987 -1.76 -2.04 -1.65 0.00
C 0.80497 1.76432 0.68632 0.73 0.28 -1.39 -0.80
Ge 0.96595 2.24578 -1.19684 0.11 2.07 0.03 0.70
C 0.08294 1.37556 -2.77955 0.07 0.26 0.38 -0.29
C -1.26469 1.04493 -2.86486 -0.40 0.15 0.25 -0.18
C -1.80008 0.54306 -4.04081 -0.02 0.11 -0.15 -0.10
C -0.99428 0.37689 -5.15239 -0.11 -0.15 -0.14 -0.11
C 0.35447 0.68895 -5.07465 0.11 0.04 -0.25 -0.10
C 0.88072 1.18431 -3.89926 0.14 -0.09 -0.04 -0.11
C 0.33210 4.12036 -1.48999 0.01 -0.55 -0.05 -0.26
C -0.75368 4.44147 -2.28957 -0.15 -0.22 -0.19 -0.10
C -1.15715 5.75527 -2.45053 -0.18 0.17 -0.06 -0.11
C -0.46901 6.77069 -1.80968 -0.15 0.26 -0.07 -0.13
C 0.61220 6.46431 -1.00020 0.06 0.17 0.08 -0.11
C 0.99670 5.14829 -0.83969 0.22 -0.01 0.13 -0.12
C 2.88574 2.44604 -1.58522 -0.42 -0.10 -0.07 -0.27
C 3.29602 3.19662 -2.67220 -0.08 0.23 -0.13 -0.13
C 4.63418 3.30217 -3.00227 0.22 0.14 -0.22 -0.11
C 5.58633 2.66015 -2.22734 0.24 0.10 -0.18 -0.12
C 5.19259 1.92808 -1.12115 0.15 -0.02 0.01 -0.10
C 3.85016 1.82561 -0.81002 0.05 -0.27 0.41 -0.10
H -1.94170 1.16450 -2.01787 0.33 -0.04 -0.12 0.06
H -2.85074 0.28920 -4.07344 -0.05 -0.09 -0.03 0.10
H -1.40860 -0.01907 -6.07273 -0.01 -0.01 -0.02 0.09
H 1.00672 0.54701 -5.92891 -0.04 -0.05 -0.05 0.09
H 1.93897 1.40265 -3.83084 0.00 -0.09 -0.12 0.09
H -1.29444 3.65015 -2.80205 0.05 0.09 0.01 0.09
H -2.01528 5.98290 -3.07255 -0.01 0.05 -0.02 0.09
H -0.78052 7.80076 -1.93111 -0.02 0.06 -0.02 0.08
H 1.14907 7.25303 -0.48891 0.04 0.07 0.03 0.09
H 1.83445 4.90065 -0.20013 0.07 0.02 0.10 0.10
H 2.54455 3.70939 -3.26276 0.05 0.04 -0.10 0.10
H 4.93395 3.88004 -3.87036 0.03 0.00 0.02 0.09
H 6.63443 2.73385 -2.48996 0.07 0.00 0.00 0.08
H 5.93156 1.42726 -0.50836 0.04 -0.01 0.04 0.09
H 3.55679 1.24585 0.05873 -0.14 0.02 0.00 0.09
```
Positions in Å, forces in eV/Å.

The calculation puts the largest force on an atom at 5.135 eV/A. The value obtained for the HOMO energy (alpha / beta) is -0.078 / -0.078 eV. The HOMO-LUMO gap (alpha / beta) comes out at 3.49 / 3.49 eV. For the molar mass, the calculation gives 1167.8 g/mol. The calculation puts the energy relative to the best compared isomer or geometry (same formula, charge and spin) at 130.6 kcal per mole. The total charge is -2. As for the spin multiplicity: 1.